[1]
Computed, not measured: C37H37N3P2Pt as an isolated structure, with the ωB97M-V functional and the def2-TZVPD basis.

Results
2S+1 = 5
charge = +2
<S²> = 6.062
Kohn-Sham gap (alpha / beta) = 5.94 / 4.57 eV
HOMO level (alpha / beta) = -11.6 / -14.0 eV
relative energy (zero: lowest compared OMol25 entry of this formula, charge and spin) = 43.1 kcal/mol
total energy = -2397.505046 Ha

Each line ends with the Mulliken spin population.
Atoms and positions in Å:
Pt: -0.8058 1.0996 0.7903  0.211
C: 3.1071 -0.6126 -1.5762  0.009
C: 2.1346 -0.9270 -2.4487  0.087
C: 1.7878 -2.3322 -2.8287  -0.011
C: 1.6200 -3.3415 -1.6686  0.066
C: 1.0794 -2.8117 -0.3669  0.291
C: 1.7132 -1.9815 0.4772  -0.089
C: 3.2079 -1.9523 0.5700  0.065
C: 3.8835 -1.6059 -0.7717  0.007
C: -1.7374 1.8048 2.5076  0.301
H: 3.4827 0.4033 -1.4965  0.016
H: 1.7439 -0.1798 -3.1518  -0.023
H: 2.5857 -2.7295 -3.4854  -0.004
H: 0.8712 -2.3078 -3.4324  -0.004
H: 0.9176 -4.1102 -2.0215  -0.003
H: 2.5762 -3.8594 -1.5048  0.026
H: 0.1528 -3.3213 -0.0777  0.051
H: 1.2262 -1.4182 1.2752  0.274
H: 3.5924 -2.9352 0.9166  0.016
H: 3.4770 -1.2169 1.3448  0.002
H: 4.8725 -1.1784 -0.5478  0.006
H: 4.0476 -2.5214 -1.3602  0.001
H: -1.1132 2.6124 2.9045  0.008
H: -1.9109 1.0297 3.2628  0.000
H: -2.6867 2.1971 2.1254  -0.004
P: -0.2235 0.7868 -1.3731  0.322
P: -1.3871 -0.9560 1.4588  0.124
C: -0.8650 -0.9036 -1.3682  0.578
C: -1.3684 -1.5699 -0.2583  0.406
C: -0.9617 1.5624 -2.8454  0.077
C: -1.0696 0.7984 -4.0248  0.020
C: -1.5607 1.3762 -5.1961  -0.006
C: -1.9408 2.7252 -5.2042  0.027
C: -1.7837 3.5092 -4.0540  -0.003
C: -1.3024 2.9266 -2.8792  0.030
C: 1.4066 1.7044 -1.2892  0.114
C: 2.0314 1.9543 -0.0518  0.051
C: 3.2841 2.5705 0.0000  0.008
C: 3.9356 2.9395 -1.1798  0.005
C: 3.2797 2.7780 -2.4045  0.002
C: 2.0082 2.2078 -2.4637  0.008
C: -3.0587 -1.3969 2.0241  0.023
C: -4.1348 -1.0648 1.1798  0.005
C: -5.4343 -1.4348 1.5303  0.006
C: -5.6722 -2.1543 2.7086  -0.003
C: -4.6031 -2.4783 3.5515  0.005
C: -3.3023 -2.0914 3.2247  -0.014
C: -0.3070 -1.3854 2.9132  0.025
C: 0.5305 -0.3860 3.4604  0.027
C: 1.4783 -0.6927 4.4353  0.000
C: 1.5296 -1.9854 4.9653  0.004
C: 0.7059 -2.9849 4.4411  0.002
C: -0.1602 -2.7069 3.3835  -0.014
H: -0.8672 -1.3777 -2.3539  -0.042
H: -1.8760 -2.5331 -0.3796  -0.024
H: -0.7392 -0.2405 -4.0105  0.005
H: -1.6066 0.7709 -6.1041  0.000
H: -2.3361 3.1619 -6.1162  0.001
H: -2.0098 4.5794 -4.0823  0.000
H: -1.1545 3.5368 -1.9828  -0.005
H: 1.5021 1.7024 0.8801  -0.033
H: 3.7457 2.7518 0.9735  0.000
H: 4.9404 3.3634 -1.1374  0.000
H: 3.7603 3.1046 -3.3290  0.001
H: 1.4915 2.1399 -3.4242  0.004
H: -3.9213 -0.5597 0.2323  -0.001
H: -6.2480 -1.1778 0.8540  0.000
H: -6.6902 -2.4600 2.9547  0.000
H: -4.7843 -3.0554 4.4606  0.000
H: -2.4863 -2.3748 3.8905  0.002
H: 0.4654 0.6374 3.0689  -0.004
H: 2.1788 0.0853 4.7650  0.000
H: 2.2311 -2.2087 5.7704  0.000
H: 0.7536 -3.9968 4.8422  0.000
H: -0.7220 -3.5227 2.9220  0.002
N: -0.6914 3.0520 0.3345  0.346
C: -0.8520 4.2122 0.4606  -0.128
N: -0.8454 5.4777 0.2962  0.447
C: -1.6997 6.3277 0.8346  -0.109
N: -2.4190 7.1514 1.2600  0.406



[2]
Computed, not measured: one molecule with the formula C21H27ClN2O4, with the ωB97M-V functional and the def2-TZVPD basis.

Results
charge = 0
SMILES string = CCOc1cc(CNCCO)c(Cl)cc1OCC(=O)NCCc1ccccc1
Kohn-Sham gap = 8.90 eV
HOMO level = -8.2 eV
relative energy (zero: lowest compared OMol25 entry of this formula, charge and spin) = 33.6 kcal/mol
total energy = -1687.080972 Ha

Each line ends with the Mulliken charge.
Atoms and positions in Å:
C: 1.6734 4.4387 -0.5258  -1.078
C: 1.3620 3.3920 -1.5892  -0.253
O: 0.2002 2.6374 -1.2865  -0.520
C: 0.1335 1.8491 -0.1788  -0.054
C: -1.1537 1.6575 0.3144  -0.253
C: -1.4372 0.8354 1.3901  0.458
C: -2.8385 0.6844 1.9265  -1.486
N: -3.8336 1.2329 1.0232  -0.312
C: -4.1406 0.4072 -0.1268  0.133
C: -5.0209 -0.8207 0.1705  -0.609
O: -5.2236 -1.6212 -0.9678  -0.521
C: -0.3666 0.1865 1.9901  -0.193
Cl: -0.6244 -0.8635 3.3400  -0.233
C: 0.9291 0.3651 1.5411  -0.517
C: 1.2012 1.1930 0.4603  0.870
O: 2.4820 1.3879 -0.0077  -0.440
C: 3.5604 1.0986 0.8565  -0.648
C: 3.9277 -0.3901 0.9365  0.558
O: 4.5669 -0.8415 1.8624  -0.692
N: 3.5216 -1.0895 -0.1349  0.077
C: 3.6384 -2.5240 -0.2379  -1.113
C: 2.3210 -3.2271 0.1133  -0.914
C: 1.1157 -2.6506 -0.5845  0.829
C: -0.1019 -2.6048 0.0834  -0.601
C: -1.2311 -2.0968 -0.5313  -0.245
C: -1.1566 -1.6033 -1.8218  -0.708
C: 0.0500 -1.6399 -2.4967  -0.863
C: 1.1743 -2.1691 -1.8872  -0.273
H: 1.9405 3.9615 0.4137  0.229
H: 0.8047 5.0712 -0.3591  0.314
H: 2.5050 5.0565 -0.8531  0.380
H: 2.2245 2.7386 -1.7479  0.130
H: 1.1088 3.8811 -2.5342  0.453
H: -1.9585 2.1916 -0.1627  0.542
H: -3.0089 -0.3770 2.1677  0.374
H: -2.8991 1.2396 2.8686  0.436
H: -4.6862 1.4420 1.5317  0.338
H: -4.6593 1.0403 -0.8575  0.472
H: -3.1988 0.0765 -0.5683  -0.423
H: -4.5378 -1.4750 0.9002  0.228
H: -5.9843 -0.4899 0.5912  0.353
H: -5.6166 -1.0806 -1.6622  0.333
H: 1.7285 -0.1595 2.0397  0.614
H: 3.3832 1.4770 1.8694  0.404
H: 4.4192 1.6312 0.4345  0.422
H: 2.9112 -0.6304 -0.7967  0.208
H: 4.4171 -2.8319 0.4632  0.502
H: 3.9573 -2.7775 -1.2524  0.355
H: 2.1635 -3.1614 1.1917  0.376
H: 2.4172 -4.2866 -0.1413  0.425
H: -0.1660 -2.9798 1.0946  0.405
H: -2.1731 -2.0953 -0.0055  0.469
H: -2.0365 -1.2063 -2.3052  0.463
H: 0.1168 -1.2628 -3.5069  0.426
H: 2.0990 -2.2169 -2.4446  0.372



[3]
Computed, not measured: C5F19N2O23S9Y as an isolated structure, with the ωB97M-V functional and the def2-TZVPD basis.

Results
charge = -4
Kohn-Sham gap = 7.69 eV
HOMO level = 0.0 eV
relative energy (zero: lowest compared OMol25 entry of this formula, charge and spin) = 44.8 kcal/mol
total energy = -7550.126315 Ha

Each line ends with the Mulliken charge.
Atoms and positions in Å:
Y: -0.0438 -0.1774 -0.0601  2.939
N: -0.7222 -0.2224 1.9940  -0.252
S: -2.0062 -0.5451 2.9565  0.877
O: -2.8167 0.5792 3.3126  -0.588
O: -2.0182 -1.7904 3.7151  -0.621
F: -2.7645 -0.9023 1.6264  -0.157
S: 0.0843 0.0437 3.5574  0.806
O: 0.7384 -1.1250 4.1598  -0.585
O: -0.3868 1.1969 4.3843  -0.581
F: 1.4554 0.6252 2.9652  -0.188
N: 1.0518 4.5373 0.3283  -0.342
S: -0.3132 3.6098 0.7516  1.017
O: -0.8794 3.6901 2.0822  -0.600
O: -0.2259 2.2863 0.1676  -0.276
F: -1.4157 4.3101 -0.1291  -0.288
S: 1.5913 4.7562 1.6928  1.116
O: 1.8059 3.5843 2.4893  -0.492
O: 1.2280 6.0080 2.3795  -0.745
F: 3.1320 5.1603 1.2785  -0.358
C: -0.7531 -1.4861 -4.5850  0.586
F: -0.3370 -1.6262 -5.8221  -0.253
F: -2.0201 -1.1825 -4.7043  -0.222
F: -0.5876 -2.6254 -3.8609  -0.198
S: 0.3501 -0.0626 -3.8232  0.986
O: -0.3979 1.1075 -4.2246  -0.706
O: 0.3476 -0.1799 -2.3502  -1.031
O: 1.7256 -0.2320 -4.3578  -0.704
C: -4.4596 1.7090 -0.3928  0.484
F: -4.0256 2.4433 0.6212  -0.220
F: -4.8610 0.5610 0.1745  -0.208
F: -5.4136 2.3447 -1.0028  -0.215
S: -2.9918 1.3336 -1.6626  1.124
O: -2.0386 0.6265 -0.7784  -0.141
O: -3.5834 0.3659 -2.6657  -0.694
O: -2.5161 2.5705 -2.2162  -0.609
C: 3.6224 -2.6879 1.8545  0.523
F: 3.9020 -3.8045 2.4899  -0.205
F: 3.2997 -1.7114 2.7872  -0.168
F: 4.5641 -2.3115 0.9644  -0.189
S: 2.0528 -3.0408 0.7235  1.367
O: 1.4034 -1.7905 0.4092  -0.290
O: 2.4465 -3.8996 -0.3797  -0.730
O: 1.1285 -3.8375 1.5769  -0.754
C: -3.4275 -3.3450 -1.5284  0.446
F: -3.8452 -4.6077 -1.8288  -0.239
F: -3.4544 -2.6364 -2.7409  -0.210
F: -4.2703 -2.7425 -0.7035  -0.206
S: -1.5793 -3.3921 -0.8131  1.272
O: -1.1337 -1.9867 -0.7833  -1.014
O: -1.8003 -3.8379 0.5203  -0.627
O: -0.7507 -4.3109 -1.6151  -0.667
C: 4.6458 1.3310 0.8804  0.413
F: 4.6058 0.3447 1.6894  -0.192
F: 4.1913 2.4493 1.3977  -0.170
F: 5.8303 1.4829 0.3142  -0.221
S: 3.3646 0.8468 -0.5692  1.058
O: 3.7902 -0.4439 -1.1942  -0.678
O: 2.0382 0.7536 0.0818  -0.486
O: 3.4433 1.8862 -1.5345  -0.692



[4]
Computed, not measured: one molecule with the formula CH5N3O2, with the ωB97M-V functional and the def2-TZVPD basis.

Results
charge = 0
SMILES string = CN(N)[N+](=O)[O-]
Kohn-Sham gap = 10.71 eV
HOMO level = -10.3 eV
relative energy (zero: lowest compared OMol25 entry of this formula, charge and spin) = 113.9 kcal/mol
total energy = -355.642668 Ha

Each line ends with the Mulliken charge.
Atoms and positions in Å:
C: -0.3282 -0.9204 -0.2911  -0.735
N: 0.7287 -0.1860 0.2959  -0.124
N: 0.1548 1.4098 0.4866  -0.464
N: 1.3477 -0.6060 1.4069  1.161
O: 1.3579 -1.8062 1.5807  -0.655
O: 1.9101 0.1468 2.1261  -0.696
H: -0.3231 -1.8461 0.1705  0.367
H: -1.0877 -0.1868 -0.1575  0.370
H: 0.1257 -0.9886 -1.3018  0.230
H: 0.4517 2.0074 -0.2602  0.226
H: 0.6626 1.5996 1.3405  0.320